[1]
Below is a structure of composition C27H44GdN3P3Se in a non-equilibrium geometry, with properties calculated with ωB97M-V with the def2-TZVPD basis set.

- DFT total energy: -147203.6567 eV
- Gap between HOMO and LUMO (spin up / spin down): 5.13 / 6.10 eV
- ΔE to the lowest compared entry with this formula, charge and spin: 0.00 kcal per mole
- Max |F|: 2.697 eV Å⁻¹
- LUMO (spin up / spin down): -0.376 / -0.340 hartree

The geometry in ORCA input format:
```
! wB97M-V def2-TZVPD RIJCOSX def2/J DEFGRID3
* xyz 3 8
Gd -0.10 0.05 -0.29
P -2.06 -2.49 -0.49
P 2.27 -0.53 1.31
P 1.48 -1.34 -2.09
H -2.76 4.12 -6.66
C -2.86 3.18 -7.21
C -3.60 2.17 -6.75
H -4.31 2.31 -5.93
C -3.64 -2.47 0.37
C -0.73 -2.91 0.67
C -2.09 -3.64 -1.89
C 3.56 0.76 1.03
C 2.33 -0.60 3.15
C 3.27 -2.07 1.06
C 0.63 -1.19 -3.71
C 1.92 -3.11 -2.06
C 3.08 -0.54 -2.48
H -2.39 3.16 -8.20
H -3.57 1.17 -7.21
H -4.22 -1.62 -0.02
H -3.51 -2.32 1.45
H -4.21 -3.39 0.19
H -0.68 -2.23 1.53
H 0.26 -2.93 0.18
H -0.91 -3.93 1.07
H -2.76 -3.24 -2.67
H -2.47 -4.64 -1.61
H -1.09 -3.76 -2.33
H 4.36 0.63 1.77
H 3.10 1.75 1.16
H 3.96 0.69 0.02
H 3.16 -1.23 3.48
H 1.40 -1.03 3.51
H 2.46 0.41 3.57
H 3.99 -2.14 1.89
H 3.81 -2.06 0.11
H 2.59 -2.93 1.11
H 1.25 -1.68 -4.47
H 0.49 -0.13 -3.97
H -0.35 -1.69 -3.66
H 2.49 -3.35 -2.98
H 1.02 -3.74 -2.03
H 2.55 -3.34 -1.18
H 3.47 -0.99 -3.41
H 3.81 -0.71 -1.67
H 2.93 0.54 -2.61
C 0.46 2.60 -2.95
C -0.82 2.22 -3.41
C -1.11 2.32 -4.76
C -0.16 2.78 -5.68
C 1.10 3.19 -5.23
C 1.43 3.07 -3.88
Se 0.87 2.55 -1.13
H -1.90 -1.18 -1.12
H -1.60 1.90 -2.70
H -2.10 2.07 -5.12
H -0.44 2.86 -6.74
H 1.81 3.61 -5.93
H 2.42 3.35 -3.51
N -0.09 1.41 10.75
C -0.15 1.39 9.59
C -0.28 1.34 8.15
C -1.38 1.94 7.54
C -1.59 1.77 6.17
C -0.65 1.12 5.37
C 0.52 0.62 5.97
C 0.67 0.67 7.37
N -1.04 0.93 4.00
C -2.36 0.77 3.57
C -2.33 0.60 2.23
N -1.00 0.68 1.79
C -0.28 0.98 2.89
H -2.11 2.50 8.12
H -2.50 2.15 5.70
H 1.31 0.17 5.38
H 1.52 0.19 7.87
H -3.20 0.77 4.25
H -3.11 0.40 1.53
H 0.76 1.32 2.90
*
```

Mulliken population analysis, charges in e, atoms 1 to 6: -0.21 1.00 0.95 1.01 0.37 -0.79

[2]
Below is a structure of composition C27H44IrN3OP3 in a non-equilibrium geometry, with properties calculated with ωB97M-V with the def2-TZVPD basis set.

- DFT total energy: -65891.9217 eV
- Gap between HOMO and LUMO (spin up / spin down): 4.89 / 5.31 eV
- ΔE to the lowest compared entry with this formula, charge and spin: 0.00 kcal per mole
- Max |F|: 3.173 eV Å⁻¹
- LUMO (spin up / spin down): -0.402 / -0.535 hartree

The geometry in ORCA input format:
```
! wB97M-V def2-TZVPD RIJCOSX def2/J DEFGRID3
* xyz 4 6
Ir 0.27 -0.12 -0.32
P 1.86 1.26 0.73
P -1.07 1.65 -0.80
P 1.82 -0.66 -1.87
H -2.17 -1.39 0.04
C -1.38 -1.52 -0.72
C -0.31 -2.43 -0.54
H -0.31 -3.00 0.39
C 1.60 1.95 2.43
C 2.48 2.80 -0.07
C 3.41 0.35 1.09
C -2.83 1.43 -1.22
C -1.22 2.81 0.60
C -0.40 2.68 -2.14
C 2.91 -1.98 -1.20
C 2.97 0.57 -2.58
C 1.22 -1.47 -3.39
H -1.79 -1.44 -1.73
H 0.16 -2.90 -1.40
H 1.86 1.20 3.20
H 0.58 2.30 2.62
H 2.28 2.81 2.56
H 1.71 3.58 -0.13
H 2.87 2.62 -1.08
H 3.31 3.19 0.54
H 3.18 -0.58 1.63
H 4.04 0.96 1.73
H 3.96 0.10 0.18
H -3.17 2.30 -1.81
H -3.42 1.39 -0.29
H -2.99 0.52 -1.81
H -1.64 3.76 0.24
H -0.25 3.03 1.08
H -1.90 2.39 1.36
H -1.13 3.46 -2.37
H -0.22 2.08 -3.04
H 0.55 3.14 -1.84
H 3.89 -1.93 -1.69
H 2.46 -2.96 -1.39
H 3.06 -1.88 -0.12
H 3.38 0.16 -3.52
H 3.80 0.79 -1.91
H 2.43 1.50 -2.82
H 2.06 -1.87 -3.97
H 0.68 -0.75 -4.02
H 0.55 -2.30 -3.13
C -2.07 -1.35 -4.75
C -3.19 -0.91 -5.47
C -3.61 -1.61 -6.61
C -2.93 -2.77 -7.01
C -1.81 -3.20 -6.31
C -1.36 -2.48 -5.19
O -1.85 -0.82 -3.48
H -1.15 -0.10 -3.39
H -3.75 -0.04 -5.10
H -4.46 -1.25 -7.19
H -3.27 -3.34 -7.89
H -1.25 -4.09 -6.62
H -0.50 -2.83 -4.63
N -1.19 1.97 10.04
C -1.06 1.49 8.98
C -0.89 0.91 7.68
C -1.43 1.56 6.55
C -1.25 1.00 5.28
C -0.56 -0.21 5.17
C -0.02 -0.86 6.29
C -0.20 -0.31 7.55
N -0.29 -0.75 3.90
C 0.55 -1.84 3.62
C 0.75 -1.86 2.28
N 0.08 -0.78 1.72
C -0.57 -0.16 2.70
H -1.98 2.49 6.67
H -1.63 1.52 4.40
H 0.56 -1.78 6.16
H 0.19 -0.83 8.43
H 0.90 -2.51 4.39
H 1.32 -2.56 1.70
H -1.21 0.71 2.62
*
```

Mulliken population analysis, charges in e, atoms 1 to 6: 1.60 0.99 0.84 0.70 0.53 0.17

[3]
Below is a structure of composition C27H44O13SSi2, with properties calculated with ωB97M-V with the def2-TZVPD basis set.

- DFT total energy: -81920.7655 eV
- Gap between HOMO and LUMO: 8.01 eV
- ΔE to the lowest compared entry with this formula, charge and spin: 6.46 kcal per mole
- Max |F|: 0.803 eV Å⁻¹
- LUMO: -0.055 hartree

The geometry in ORCA input format:
```
! wB97M-V def2-TZVPD RIJCOSX def2/J DEFGRID3
* xyz 0 1
C 1.27 -0.84 0.45
C 2.48 -1.51 1.11
O 3.73 -1.01 0.65
C 4.07 -1.36 -0.67
C 4.74 -2.70 -0.82
O 3.90 -3.72 -0.34
C 4.31 -5.01 -0.71
C 3.51 -6.02 0.09
O 2.13 -5.76 0.05
C 1.47 -6.25 -1.11
Si -0.38 -6.32 -0.72
S -1.27 -5.63 -2.53
O -0.66 -5.39 0.60
Si -2.11 -4.75 1.09
C -1.78 -3.19 2.04
C -3.02 -2.69 2.82
C -3.69 -1.44 2.23
C -3.85 -1.40 0.70
C -5.29 -1.25 0.20
C -5.40 -0.34 -1.03
C -6.80 -0.31 -1.61
O -7.53 0.72 -0.97
C -8.87 0.77 -1.40
H 1.58 -0.24 -0.40
H 0.73 -0.21 1.15
H 0.59 -1.59 0.05
H 2.43 -2.59 1.01
H 2.47 -1.29 2.17
H 3.21 -1.33 -1.35
H 4.78 -0.61 -1.02
H 5.71 -2.73 -0.31
H 4.94 -2.85 -1.89
H 4.17 -5.17 -1.78
H 5.37 -5.16 -0.48
H 3.82 -6.00 1.13
H 3.74 -7.02 -0.30
H 1.83 -7.24 -1.38
H 1.63 -5.55 -1.94
H -0.79 -7.71 -0.45
H -2.55 -5.84 -2.23
H -3.00 -4.48 -0.06
H -2.83 -5.70 1.98
H -1.40 -2.42 1.38
H -0.97 -3.43 2.73
H -3.76 -3.48 2.94
H -2.69 -2.44 3.83
H -3.16 -0.55 2.56
H -4.69 -1.38 2.67
H -3.41 -2.28 0.24
H -3.29 -0.55 0.32
H -5.69 -2.23 -0.08
H -5.92 -0.83 0.99
H -4.68 -0.65 -1.78
H -5.18 0.68 -0.71
H -7.31 -1.27 -1.45
H -6.79 -0.13 -2.69
H -9.37 1.53 -0.80
H -8.92 1.05 -2.46
H -9.36 -0.19 -1.27
C 5.92 5.00 -0.85
C 6.19 3.88 -1.53
C 5.40 2.61 -1.33
O 5.70 1.65 -2.01
C 4.34 2.60 -0.34
C 4.07 3.71 0.35
C 4.83 4.99 0.12
O 4.48 5.95 0.78
O 3.13 3.80 1.27
O 7.15 3.79 -2.44
H 6.47 5.92 -0.99
H 3.81 1.67 -0.20
H 3.14 4.71 1.64
H 7.11 2.87 -2.78
C -0.26 7.62 2.01
C -1.29 8.10 1.31
C -1.38 7.94 -0.19
O -2.37 8.41 -0.73
C -0.31 7.26 -0.88
C 0.73 6.78 -0.18
C 0.81 6.92 1.33
O 1.78 6.45 1.90
O 1.73 6.14 -0.76
O -2.31 8.75 1.85
H -0.18 7.73 3.09
H -0.38 7.16 -1.95
H 2.39 5.90 -0.08
H -2.91 8.98 1.11
*
```

Mulliken population analysis, charges in e, atoms 1 to 6: -1.00 0.03 -0.44 -0.29 -0.80 -0.08